# C32H38BNO2S

2 unconnected molecules or ions with the total composition C32H38BNO2S in a non-equilibrium geometry (ωB97M-V with the def2-TZVPD basis set, OMol25).

Calculated values
relative energy (zero: lowest compared OMol25 entry of this formula, charge and spin) = 5.1 kcal/mol
LUMO = 0.628 eV
F_max = 4.32 eV/A
energy = -1870.5048 Ha

Cartesian coordinates (Å):
C (2.129039, 0.515517, -6.354638)
C (0.981802, 0.817132, -5.407696)
C (-0.001494, -0.344053, -5.459063)
O (1.545164, 0.827440, -4.062575)
B (1.058251, 1.979516, -3.534220)
C (-0.061322, 1.940155, -2.130004)
C (0.427829, 0.907985, -1.153850)
C (0.625710, 1.241553, 0.201046)
C (1.101644, 0.303612, 1.115754)
C (1.335435, -1.011160, 0.705085)
C (1.094003, -1.371321, -0.625303)
C (0.659325, -0.417855, -1.549042)
C (0.244286, 3.347787, -1.682411)
C (-0.736937, 4.251616, -1.279089)
C (-0.368107, 5.435941, -0.629752)
C (0.982345, 5.757144, -0.466562)
C (1.972002, 4.896561, -0.962876)
C (1.602669, 3.708882, -1.591585)
O (0.706957, 2.991370, -4.404168)
C (0.331793, 2.267713, -5.596281)
C (0.873490, 3.084011, -6.754218)
C (-1.191189, 2.273405, -5.671804)
H (1.763944, 0.479229, -7.387848)
H (2.925729, 1.262858, -6.271325)
H (2.543308, -0.470266, -6.115684)
H (-0.471002, -0.409164, -6.449388)
H (0.549318, -1.278539, -5.287552)
H (-0.785051, -0.266928, -4.692586)
H (-1.092851, 1.776010, -2.472141)
H (0.417891, 2.262152, 0.539777)
H (1.272830, 0.610079, 2.149975)
H (1.691693, -1.751079, 1.421939)
H (1.243161, -2.400004, -0.952541)
H (0.503549, -0.694541, -2.593374)
H (-1.782308, 3.995574, -1.462552)
H (-1.147156, 6.102180, -0.253745)
H (1.271808, 6.678313, 0.040716)
H (3.030692, 5.143387, -0.869346)
H (2.370402, 3.021774, -1.965128)
H (0.575746, 2.632989, -7.707850)
H (0.452876, 4.096814, -6.710618)
H (1.966398, 3.162813, -6.708156)
H (-1.543125, 1.810376, -6.605879)
H (-1.660668, 1.761325, -4.817472)
H (-1.545490, 3.313800, -5.668550)
C (-4.464115, 1.136154, -4.168554)
C (-3.735951, 0.992555, -2.884075)
C (-3.158325, -0.161007, -2.371574)
C (-2.698205, -0.008538, -1.037028)
C (-2.873444, 1.272869, -0.524594)
C (-2.702034, 1.692182, 0.844610)
C (-2.991486, 3.015627, 1.250514)
C (-2.952907, 3.385754, 2.580652)
C (-2.649664, 2.424083, 3.585781)
N (-2.739473, 2.743262, 4.905547)
C (-2.501225, 1.750549, 5.933190)
C (-3.153025, 4.062070, 5.343646)
C (-2.293340, 1.110244, 3.178354)
C (-2.310235, 0.762575, 1.842137)
S (-3.678788, 2.271524, -1.726946)
H (-4.634066, 0.147387, -4.610178)
H (-5.433296, 1.625320, -4.003004)
H (-3.896650, 1.744156, -4.885052)
H (-3.117107, -1.087981, -2.942321)
H (-2.250295, -0.810859, -0.460622)
H (-3.268212, 3.760998, 0.504942)
H (-3.196803, 4.410430, 2.870479)
H (-3.242792, 0.936939, 5.898740)
H (-1.504192, 1.304130, 5.813914)
H (-2.561592, 2.246707, 6.905155)
H (-2.510937, 4.839555, 4.907765)
H (-4.193458, 4.289987, 5.065074)
H (-3.065690, 4.097232, 6.433164)
H (-2.026953, 0.362665, 3.926436)
H (-2.016736, -0.246554, 1.553863)

Cartesian forces, eV/Å:
0.088 0.070 -0.296
0.484 -0.089 -0.382
-0.258 -0.133 0.040
-0.087 0.403 -0.422
-3.894 -0.534 1.803
3.385 0.710 -1.831
-0.262 -0.295 0.956
0.149 -0.033 -0.230
-0.061 -0.114 -0.222
-0.105 0.096 -0.050
-0.069 0.244 0.042
-0.040 0.000 0.216
-0.189 0.084 0.501
0.356 0.049 0.212
0.150 0.004 -0.287
-0.065 -0.149 0.029
-0.187 -0.115 -0.256
-0.511 0.538 0.621
0.392 -0.742 0.047
0.234 0.338 -0.313
0.201 -0.117 -0.400
-0.387 -0.105 0.081
0.153 0.070 0.106
-0.165 -0.190 -0.055
-0.041 0.220 0.035
0.051 0.027 0.217
-0.130 0.232 -0.012
0.184 0.039 -0.224
0.433 0.032 -0.120
0.084 -0.403 -0.127
-0.063 -0.171 -0.278
-0.068 0.149 -0.197
0.036 0.217 0.099
0.028 0.024 0.410
0.380 0.159 0.271
0.272 -0.095 -0.132
-0.102 -0.245 -0.129
-0.313 0.031 0.009
-0.107 0.138 0.194
0.153 0.106 0.048
0.082 -0.274 0.066
-0.303 0.006 -0.069
0.103 0.036 0.276
0.230 0.130 -0.272
0.172 -0.240 0.036
-0.073 0.274 -0.409
0.501 -1.110 0.807
-0.438 0.961 -0.360
0.040 0.987 0.231
-0.642 -1.340 -1.299
0.208 0.562 1.228
0.226 -0.748 -0.109
0.033 -0.274 0.587
-0.158 -0.086 -0.879
0.055 0.297 0.922
0.062 -0.115 -0.219
0.039 0.008 -0.210
-0.088 0.381 0.149
-0.178 0.601 -0.524
0.141 -0.697 0.357
0.013 0.234 0.067
0.170 -0.163 -0.164
-0.209 -0.097 0.029
-0.017 0.200 0.181
-0.041 0.129 -0.143
0.057 -0.155 0.152
0.072 -0.399 -0.181
0.120 0.129 0.048
-0.147 0.054 0.175
0.075 -0.271 -0.167
-0.095 -0.065 0.160
0.145 -0.053 0.044
-0.048 0.160 -0.290
-0.074 0.227 -0.302
-0.143 0.259 0.107